Entry 1:
Formula: C6H13N
Source: the Open Molecules 2025 dataset
Level of theory: wB97M-V/def2-TZVPD

```
! RIJCOSX wB97M-V def2-TZVPD def2/J DEFGRID3
* xyz 0 1
N 1.995 -0.593 1.531
C -0.304 0.481 1.395
C -0.628 -0.280 -0.967
C -1.290 0.962 -1.501
C -0.797 -0.657 0.484
C 1.243 0.637 1.213
C -0.173 -1.196 -1.839
H 2.931 -0.391 1.207
H 1.665 1.476 1.768
H -0.537 0.362 2.451
H -2.368 0.820 -1.550
H 0.101 -1.042 -2.871
H -0.061 -2.194 -1.414
H -1.862 -0.854 0.685
H -1.031 1.122 -2.554
H 1.395 0.936 0.162
H -0.301 -1.588 0.725
H -0.665 1.467 1.113
H -0.974 1.864 -0.976
H 1.662 -1.331 0.935
*
```

The calculation puts the energy above the lowest of the compared OMol25 structures with the same formula, charge and spin at 81.6 kJ/mol. The lowest unoccupied orbital energy is 1.0 eV. For the HOMO energy, the calculation gives -9.17 eV. As for the SMILES: C=C(C)CCCN. As for the total energy: -7921.988 eV. For the gap between HOMO and LUMO, the calculation gives 10.2 eV.

Entry 2:
Formula: C15H15N2NiO6
Source: the Open Molecules 2025 dataset
Level of theory: wB97M-V/def2-TZVPD

```
! RIJCOSX wB97M-V def2-TZVPD def2/J DEFGRID3
* xyz 1 3
Ni -0.237 0.036 -0.519
O 0.574 2.483 1.070
O 2.959 -2.511 2.862
O -0.919 -2.641 -1.586
O -2.281 -3.882 2.718
O -2.383 1.547 -1.909
O 2.452 1.888 -1.353
N -1.757 -0.219 0.872
N -4.437 -3.393 3.383
C -0.666 -1.566 -1.266
C -4.505 -4.773 3.966
C -3.213 -3.077 2.802
C -4.583 -5.890 2.948
C -3.022 -1.660 2.335
C -2.017 -1.468 1.373
C 0.536 1.729 0.176
C 1.875 -2.793 3.082
C -3.364 0.728 2.403
C -2.395 0.866 1.402
C 1.509 1.265 -0.955
C -1.468 1.032 -1.501
C -3.668 -0.562 2.880
C -5.704 -2.909 2.871
C -6.710 -2.702 4.004
H -1.412 -2.293 0.993
H -6.259 -2.132 4.830
H 0.925 -0.460 -1.322
H -5.403 -5.732 2.249
H -5.552 -1.970 2.341
H -4.392 -0.693 3.668
H -7.080 -3.659 4.395
H -3.603 -4.903 4.589
H -5.390 -4.759 4.604
H -2.087 1.834 1.015
H -4.743 -6.829 3.475
H -6.119 -3.637 2.156
H -3.843 1.601 2.768
H -3.642 -5.952 2.406
H -7.567 -2.131 3.627
*
```

The calculation puts the energy above the lowest of the compared OMol25 structures with the same formula, charge and spin at 130.9 kJ/mol. As for the expectation value of S²: 2.0407. The lowest unoccupied orbital energy (spin up / spin down) is -5.2 / -5.9 eV. For the HOMO energy (spin up / spin down), the calculation gives -12.08 / -12.08 eV. As for the total energy: -72094.250 eV. For the gap between HOMO and LUMO (spin up / spin down), the calculation gives 6.9 / 6.2 eV.

Entry 3:
Formula: C4H8O3Tl
Source: the Open Molecules 2025 dataset
Level of theory: wB97M-V/def2-TZVPD

```
! RIJCOSX wB97M-V def2-TZVPD def2/J DEFGRID3
* xyz 1 1
Tl -1.727 2.149 1.198
O -0.153 0.713 -0.779
O -0.197 0.564 0.589
O -1.860 0.966 -0.834
C 2.433 0.622 0.767
C 1.189 -0.192 0.496
C -1.572 -1.311 -0.764
C -2.398 -0.246 -1.024
H 2.324 1.244 1.665
H -0.776 -1.466 -1.499
H 2.717 1.220 -0.108
H 3.259 -0.073 0.967
H 1.310 -0.853 -0.371
H -3.459 -0.331 -1.276
H 0.948 -0.764 1.407
H -2.038 -2.243 -0.436
*
```

The calculation puts the energy above the lowest of the compared OMol25 structures with the same formula, charge and spin at 844.4 kJ/mol. The lowest unoccupied orbital energy (spin up / spin down) is -5.8 / -5.9 eV. For the HOMO energy (spin up / spin down), the calculation gives -12.88 / -12.84 eV. As for the total energy: -15097.529 eV. For the gap between HOMO and LUMO (spin up / spin down), the calculation gives 7.1 / 7.0 eV.

Entry 4:
Formula: C25H69N9O17PZn2
Source: the Open Molecules 2025 dataset
Level of theory: wB97M-V/def2-TZVPD

```
! RIJCOSX wB97M-V def2-TZVPD def2/J DEFGRID3
* xyz 1 1
Zn 0.810 1.526 1.653
Zn -1.445 -2.030 -1.342
P -0.556 -0.197 0.283
O 0.285 -1.888 -2.463
O -3.586 1.773 -0.423
O -1.472 -0.028 -0.950
O -3.380 -0.627 -5.513
O 5.478 0.647 0.831
O -2.128 1.439 -3.003
O 0.081 3.148 0.303
O 4.153 4.644 2.048
O 0.921 0.331 0.146
O 1.278 0.615 3.442
O -3.320 -2.595 -0.336
O -1.177 -4.087 -1.431
O -4.504 -0.355 4.543
O -0.956 0.572 1.576
O -0.604 -1.744 0.463
O 1.770 -3.170 -0.144
O 0.518 -2.760 2.598
N 0.220 3.143 3.002
N -2.782 -1.803 -2.944
N 1.642 -1.648 -4.253
N -2.340 -0.937 3.986
N -3.400 0.870 2.925
N 1.960 -0.379 -2.328
N 2.873 2.331 1.499
N -0.863 -6.334 -1.675
N 0.942 -4.897 -1.340
C 0.346 3.281 -1.092
C 4.194 0.601 0.253
C 2.102 -3.828 1.088
C -0.404 -5.048 -1.476
C 6.088 -0.634 0.848
C -3.038 -1.981 -5.481
C 0.810 1.324 4.584
C 3.562 1.973 0.233
C 4.841 3.510 2.553
C 2.227 -0.334 3.905
C 0.902 -4.003 2.002
C 3.814 2.369 2.641
C -3.032 2.485 -2.672
C 1.251 -1.324 -2.984
C -4.107 2.031 -1.723
C -3.702 -2.152 0.951
C -0.245 2.397 4.221
C -3.497 -0.143 3.874
C -4.007 -2.574 -2.650
C 5.030 5.626 1.538
C -4.401 -2.373 -1.195
C -0.874 3.885 2.325
C -2.228 -2.268 -4.230
C -3.708 -0.147 -6.806
C -0.448 4.297 0.931
H 0.301 0.602 5.230
H -1.235 1.987 4.034
H -0.241 3.100 5.057
H 1.712 -1.162 4.397
H -1.296 4.676 0.359
H 2.439 -1.229 -4.693
H -3.482 2.764 -3.631
H -2.372 -2.250 -6.324
H -1.692 3.164 2.256
H 1.585 1.859 5.140
H -2.598 0.876 2.299
H -4.182 1.483 2.798
H -1.784 0.964 -2.197
H 2.737 -0.784 3.058
H 2.847 -3.216 1.603
H -2.895 -0.249 -7.522
H 2.781 3.350 1.374
H 5.500 -1.374 1.411
H -3.931 -1.075 1.003
H -4.571 1.120 -2.127
H 4.223 2.792 -0.081
H 1.663 -0.091 -1.390
H 5.743 5.244 0.805
H -2.495 3.350 -2.265
H -1.588 -0.861 3.320
H 4.410 6.409 1.104
H 5.181 3.736 3.567
H -1.964 -3.333 -4.185
H -4.631 -2.618 1.305
H -3.945 0.912 -6.675
H 2.829 1.969 -0.578
H 1.170 3.998 -1.222
H 5.684 3.216 1.923
H 0.478 2.270 -1.456
H 6.199 -1.009 -0.178
H -1.229 4.736 2.910
H -0.480 3.769 -1.623
H 1.497 -5.730 -1.311
H -1.800 -6.470 -1.998
H -1.239 -1.831 -4.371
H -2.985 -0.824 -3.201
H -2.839 1.158 -0.517
H 4.316 1.407 2.723
H 1.136 -4.717 2.796
H -3.785 -3.626 -2.873
H 0.016 -4.372 1.472
H 0.835 3.865 3.375
H 1.351 -4.021 -1.042
H -2.223 -1.436 4.846
H -4.810 -2.371 -3.365
H 2.958 0.080 4.603
H -4.672 -0.577 -7.107
H 4.253 0.229 -0.778
H -3.901 -2.646 -5.664
H 3.274 2.507 3.583
H -4.884 2.786 -1.614
H 7.061 -0.575 1.328
H -5.250 -3.029 -0.981
H -0.251 -7.119 -1.575
H 1.085 -2.274 -4.800
H 2.537 -4.815 0.903
H -2.932 -2.330 1.694
H -4.779 -1.342 -1.153
H 2.717 0.086 -2.792
H 1.158 -2.448 0.097
H -0.053 -2.308 1.942
H 0.342 5.062 1.006
H 3.505 -0.039 0.822
H 5.594 6.101 2.351
*
```

The lowest unoccupied orbital energy is -1.7 eV. For the HOMO energy, the calculation gives -10.94 eV. As for the total energy: -181390.715 eV. For the gap between HOMO and LUMO, the calculation gives 9.2 eV.

Entry 5:
Formula: C3H7N5O3
Source: the Open Molecules 2025 dataset
Level of theory: wB97M-V/def2-TZVPD

```
! RIJCOSX wB97M-V def2-TZVPD def2/J DEFGRID3
* xyz 2 1
O 4.590 -1.080 -0.233
O 5.637 1.051 0.039
O 3.365 0.364 0.303
N -3.241 1.385 -0.099
N 0.208 -1.200 0.599
N -1.016 0.802 0.186
N -2.560 -0.725 -0.711
N 3.298 -0.942 0.024
C 4.772 0.292 0.035
C -2.308 0.470 -0.216
C 0.054 0.055 0.415
H 1.161 -1.551 0.707
H -3.083 2.289 0.330
H -4.187 1.212 -0.420
H -1.828 -1.359 -0.999
H -0.526 -1.900 0.762
H -3.494 -0.964 -1.029
H -0.842 1.803 0.306
*
```

The calculation puts the energy above the lowest of the compared OMol25 structures with the same formula, charge and spin at 164.9 kJ/mol. The lowest unoccupied orbital energy (spin up / spin down) is -9.2 / -11.5 eV. For the HOMO energy (spin up / spin down), the calculation gives -18.58 / -15.69 eV. As for the total energy: -16794.148 eV. For the gap between HOMO and LUMO (spin up / spin down), the calculation gives 9.4 / 4.2 eV.